7
Properties=species:S:1:pos:R:3:forces:R:3 method="wB97M-V/def2-TZVPD" largest_force_ev_per_a=3.52 homo_energy_ev="-1.678 / -2.165" mol_weight_g_mol=208.4 charge=-1 multiplicity=8
O -0.593 -1.504 -0.251 -0.75 -0.99 0.48
C 0.085 -0.324 0.102 3.21 -0.60 0.55
C -0.587 0.841 0.165 -0.43 2.02 -2.86
O -1.724 1.226 -0.222 1.20 0.13 1.32
H -0.288 -2.165 0.389 -0.25 0.33 -0.46
Sm 2.606 0.110 -0.238 -1.64 0.25 0.32
H 0.502 1.817 0.056 -1.34 -1.14 0.64

=====

265
Properties=species:S:1:pos:R:3:forces:R:3 method="wB97M-V/def2-TZVPD" largest_force_ev_per_a=2.66 homo_energy_ev=-10.651 mol_weight_g_mol=1458.8 charge=0
C 17.029 12.966 23.948 0.52 0.17 -1.96
C 15.542 13.180 24.224 1.00 0.77 1.02
C 14.635 12.026 23.900 -0.83 -0.68 -0.21
C 15.153 10.730 24.555 -0.25 -1.14 -1.12
C 14.114 9.596 24.779 0.17 -0.08 0.00
C 13.002 9.931 25.812 0.87 -1.00 0.18
H 17.655 13.807 24.299 -0.46 -0.38 -0.14
H 17.112 12.943 22.826 0.32 0.04 0.75
H 17.523 12.055 24.286 -0.47 -0.10 0.36
H 15.501 13.385 25.302 -0.46 0.08 -0.02
H 15.279 14.114 23.701 -0.26 -0.35 0.20
H 14.450 11.977 22.791 0.31 -0.36 0.89
H 13.648 12.183 24.370 0.23 0.34 -0.37
H 16.048 10.329 23.997 -0.80 0.37 0.72
H 15.398 10.954 25.568 0.99 0.58 0.77
H 13.600 9.393 23.856 -0.21 -0.20 -0.66
H 14.647 8.634 25.028 -0.49 1.03 0.04
H 13.401 10.141 26.809 0.23 0.31 -0.15
H 12.389 10.772 25.491 -0.16 -0.25 0.04
H 12.428 9.004 25.987 -0.26 0.59 -0.36
C 13.351 12.315 14.316 -0.24 -1.13 0.01
C 13.583 13.503 15.172 0.42 1.39 -0.38
C 15.071 13.676 15.408 -0.61 0.98 0.89
C 15.477 14.987 16.091 -0.17 -0.79 0.15
C 16.971 15.082 16.229 1.04 0.43 0.64
C 17.510 16.411 16.834 1.37 -1.42 -0.11
H 12.297 12.269 14.078 -0.31 -0.41 -0.26
H 13.644 11.399 14.863 -0.19 0.20 -0.36
H 13.928 12.346 13.390 -0.06 0.07 0.02
H 13.137 14.390 14.685 0.32 -0.14 0.15
H 13.074 13.419 16.121 -0.23 -0.15 0.43
H 15.614 13.719 14.497 0.32 -0.35 -1.26
H 15.383 12.782 15.914 0.58 -0.40 0.61
H 15.185 15.739 15.392 -0.60 0.95 -0.28
H 14.965 15.148 17.060 0.23 -0.04 -0.40
H 17.293 14.269 16.890 0.12 0.02 0.02
H 17.507 14.905 15.278 -0.48 0.03 0.14
H 17.463 17.269 16.169 -0.24 0.04 -0.14
H 17.005 16.627 17.768 -0.06 0.19 0.24
H 18.612 16.219 17.045 -1.29 0.48 -0.05
C 10.998 9.939 16.775 -0.20 0.30 -0.18
C 11.245 10.914 17.920 -0.52 -0.11 0.43
C 12.751 11.146 18.139 -1.23 -0.53 0.33
C 12.993 12.293 19.062 0.15 -0.42 0.82
C 14.459 12.525 19.259 0.63 -1.45 0.11
C 14.776 13.819 19.942 -0.25 -0.30 0.37
H 11.445 10.345 15.864 0.26 -0.29 0.00
H 9.936 9.825 16.520 0.16 -0.18 0.35
H 11.442 8.963 17.040 -0.23 0.35 -0.39
H 10.657 11.868 17.837 0.84 -0.54 -0.46
H 10.785 10.490 18.822 0.30 -0.12 0.13
H 13.211 11.369 17.214 0.40 0.40 -1.36
H 13.291 10.225 18.445 -0.54 0.32 0.28
H 12.600 13.207 18.698 -0.87 0.90 -0.81
H 12.456 12.118 20.013 0.39 0.07 -0.06
H 14.779 11.680 19.897 0.35 0.34 -0.11
H 15.013 12.350 18.302 -0.42 0.50 0.57
H 14.168 13.885 20.847 0.48 -0.11 0.43
H 15.836 13.880 20.101 0.48 0.26 0.57
H 14.471 14.688 19.407 -0.19 0.68 -0.94
C 24.842 19.708 14.366 0.11 0.85 0.81
C 24.855 19.595 15.938 -0.78 0.34 -1.05
C 24.439 18.206 16.419 -0.68 0.23 -0.70
C 24.218 18.143 17.923 -0.42 -0.35 0.23
C 23.877 16.770 18.513 -0.02 0.88 0.13
C 23.639 16.890 20.010 0.54 0.81 0.10
H 25.222 20.717 14.066 0.06 -0.87 0.19
H 23.819 19.687 13.902 0.84 -0.55 0.63
H 25.515 18.917 14.013 -0.34 0.22 -0.53
H 25.860 19.819 16.333 -0.33 0.11 -0.19
H 24.141 20.345 16.294 0.28 -0.01 0.36
H 25.237 17.560 16.045 -0.07 -0.52 0.38
H 23.505 17.898 15.873 0.65 0.20 0.45
H 25.105 18.466 18.445 0.54 0.42 0.14
H 23.411 18.831 18.240 0.26 0.00 -0.34
H 23.007 16.385 18.013 -0.60 -0.37 -0.21
H 24.684 16.106 18.309 0.67 -0.73 -0.16
H 23.424 15.969 20.521 -0.32 -0.51 -0.03
H 24.529 17.281 20.539 -0.22 0.04 -0.39
H 22.837 17.619 20.169 -0.03 -0.20 0.23
C 18.351 16.979 23.330 -0.41 -0.27 -0.86
C 17.267 16.166 22.590 0.56 2.15 -0.37
C 16.008 17.032 22.530 0.68 -0.50 1.04
C 16.180 18.404 21.934 -0.91 0.44 0.02
C 16.131 18.360 20.404 1.14 0.71 0.63
C 16.488 19.744 19.873 1.51 0.06 0.11
H 17.907 17.414 24.213 -0.07 0.14 0.50
H 18.778 17.805 22.753 -0.05 -0.23 -0.11
H 19.138 16.324 23.615 0.82 -0.35 0.35
H 17.574 15.918 21.570 0.22 -0.30 0.11
H 17.059 15.290 23.160 -0.12 -0.66 0.05
H 15.714 17.104 23.577 -0.44 0.16 0.09
H 15.281 16.452 22.011 -1.05 -0.20 -0.46
H 15.418 19.094 22.361 0.06 -0.41 -0.53
H 17.099 18.878 22.269 0.32 -0.14 -0.09
H 16.889 17.626 20.094 -0.19 0.14 -0.19
H 15.178 18.011 20.072 -0.75 -0.22 -0.30
H 16.684 19.822 18.795 -0.38 -0.13 0.19
H 15.816 20.519 20.205 -0.62 0.14 -0.12
H 17.449 20.037 20.361 -0.44 -0.16 -0.38
C 21.293 15.492 15.783 -0.50 -1.78 0.65
C 20.562 15.093 14.474 0.40 -0.09 0.34
C 20.209 16.303 13.637 -1.21 0.28 -0.26
C 21.392 16.957 12.963 1.02 -0.23 1.37
C 20.985 18.157 12.164 0.17 0.04 -0.72
C 22.104 18.932 11.462 -0.38 0.71 -0.16
H 21.795 14.621 16.290 -0.42 0.71 -0.57
H 20.680 15.948 16.568 -0.42 -0.12 -0.36
H 22.042 16.214 15.601 1.04 0.67 -0.40
H 21.202 14.435 13.848 -0.09 0.27 0.44
H 19.650 14.513 14.640 0.13 0.02 0.38
H 19.605 17.036 14.207 0.49 -0.15 0.14
H 19.491 16.005 12.859 0.20 -0.15 -0.08
H 22.115 17.280 13.747 -0.24 -0.10 -0.34
H 21.914 16.155 12.428 0.02 0.37 -0.44
H 20.341 17.777 11.381 -0.65 0.18 -0.13
H 20.408 18.795 12.832 -0.10 0.16 -0.12
H 21.950 20.023 11.460 0.00 -0.32 0.37
H 23.074 18.723 11.866 0.59 -0.04 0.43
H 22.163 18.709 10.409 -0.01 -0.44 -0.41
C 23.764 14.795 10.549 0.48 1.30 0.18
C 24.862 15.741 11.110 -0.12 -0.32 -0.13
C 25.895 14.888 11.902 0.76 0.43 -1.52
C 25.423 14.099 13.068 -1.52 -1.20 0.13
C 24.864 14.995 14.175 -1.57 -1.16 0.68
C 24.546 14.268 15.504 0.33 -0.76 -0.76
H 24.164 13.979 9.954 0.05 0.10 -0.27
H 23.063 15.420 10.016 -0.21 -0.10 -0.72
H 23.173 14.365 11.329 -0.23 -0.39 0.77
H 25.420 16.218 10.278 -0.35 -0.33 0.28
H 24.357 16.614 11.617 0.67 -1.06 0.09
H 26.722 15.500 12.266 0.16 0.26 -0.27
H 26.323 14.164 11.144 -0.26 0.79 0.68
H 24.629 13.384 12.678 0.66 0.66 0.78
H 26.246 13.434 13.406 -0.39 0.52 0.16
H 25.473 15.840 14.365 1.15 0.73 0.18
H 23.908 15.468 13.925 0.01 -0.09 -0.70
H 25.365 13.557 15.696 -0.04 0.45 0.52
H 24.391 14.998 16.314 0.02 -0.57 -0.16
H 23.671 13.591 15.396 0.25 0.66 0.05
C 28.329 13.463 25.776 -1.21 0.06 0.95
C 28.835 13.824 24.405 0.36 0.49 -0.60
C 27.663 14.393 23.597 -0.19 -0.46 -0.90
C 27.376 15.888 23.881 0.56 -1.32 0.91
C 26.300 16.419 22.976 -1.76 1.60 1.19
C 26.051 17.965 23.114 -1.28 -1.25 0.15
H 29.093 13.377 26.546 0.08 -0.26 -0.06
H 27.765 12.530 25.661 0.33 -0.17 0.33
H 27.537 14.149 26.199 0.98 -0.23 -0.61
H 29.564 14.638 24.415 0.33 -0.18 0.31
H 29.358 12.937 23.949 -0.72 0.83 0.22
H 26.772 13.814 23.883 -0.02 0.13 -0.24
H 27.789 14.218 22.505 0.05 0.25 0.56
H 27.136 15.904 24.970 -0.34 0.45 -0.71
H 28.304 16.466 23.828 0.00 0.05 -0.40
H 26.462 16.192 21.942 0.47 -0.21 -0.69
H 25.309 15.965 23.206 0.59 -0.18 -0.03
H 25.271 18.272 22.394 0.33 -0.07 0.29
H 25.664 18.242 24.127 0.60 -0.19 -0.67
H 26.935 18.501 22.880 0.89 0.68 0.00
C 26.814 12.793 19.858 -0.38 0.07 0.09
C 26.510 14.041 18.972 -0.67 -2.20 0.63
C 27.670 14.468 18.137 -0.06 -0.67 -1.19
C 27.369 15.645 17.218 -0.64 -0.56 0.40
C 28.536 16.075 16.380 1.25 -1.27 -0.50
C 28.193 17.082 15.345 -0.36 1.25 -0.93
H 27.157 11.906 19.311 -0.21 0.27 -0.16
H 25.931 12.520 20.449 -0.06 -0.08 -0.36
H 27.552 12.960 20.638 0.42 0.40 -0.10
H 25.624 13.784 18.375 0.23 0.02 -0.25
H 26.136 14.780 19.651 0.07 0.96 0.37
H 28.101 13.593 17.593 -0.47 0.49 0.10
H 28.443 14.765 18.797 1.03 0.42 0.75
H 26.486 15.491 16.574 0.46 -0.44 0.04
H 26.985 16.387 17.908 0.30 0.93 0.05
H 29.419 16.406 16.950 -0.44 0.00 0.23
H 28.946 15.196 15.787 -0.58 0.54 0.85
H 29.124 17.355 14.821 -0.55 -0.19 -0.34
H 27.400 16.674 14.654 0.94 0.61 0.48
H 27.846 18.043 15.775 -0.16 -0.48 -0.10
C 20.399 10.818 24.442 -0.07 -0.64 1.45
C 19.786 11.229 25.801 2.07 -0.85 0.42
C 19.986 12.716 26.087 -1.79 -0.27 0.62
C 19.290 13.145 27.429 0.63 -0.74 -0.30
C 19.202 14.655 27.569 -0.63 0.28 -0.03
C 18.300 15.377 26.539 1.92 -0.06 -1.61
H 20.207 9.756 24.245 -0.01 0.30 -0.21
H 21.480 10.970 24.418 -0.02 0.03 0.16
H 19.968 11.448 23.712 -0.51 0.43 -1.23
H 18.786 10.886 25.918 -1.26 0.19 -0.41
H 20.269 10.590 26.582 0.08 0.69 -0.27
H 19.566 13.286 25.241 0.29 -0.08 0.26
H 21.036 12.908 26.172 0.71 0.33 -0.13
H 18.249 12.749 27.449 0.79 -0.20 0.23
H 19.980 12.693 28.226 -1.48 0.59 -0.66
H 18.822 14.998 28.522 -0.19 -0.50 0.67
H 20.224 14.997 27.590 0.45 0.69 -0.52
H 17.330 14.952 26.358 -0.50 -0.64 0.34
H 18.121 16.409 26.819 0.16 0.28 0.08
H 18.794 15.387 25.511 -0.55 0.13 1.28
C 18.978 18.852 28.918 -0.04 1.55 -0.49
C 19.822 19.266 27.666 -0.58 0.01 1.62
C 18.892 19.849 26.607 1.04 -0.17 1.39
C 19.508 20.081 25.277 0.32 0.59 -1.09
C 18.672 21.052 24.432 0.08 0.45 -1.46
C 19.182 21.132 22.949 0.17 0.19 0.52
H 18.292 19.675 29.219 0.11 -0.53 -0.37
H 19.645 18.781 29.745 0.50 -0.55 0.81
H 18.420 17.926 28.785 0.02 0.08 -0.07
H 20.641 19.961 28.020 -0.84 -0.60 -0.71
H 20.246 18.325 27.376 0.74 -0.41 -0.70
H 18.552 20.767 27.074 -0.51 0.37 -0.27
H 18.075 19.152 26.524 -0.67 -0.10 -0.13
H 20.514 20.521 25.342 -0.08 0.00 0.28
H 19.678 19.113 24.784 -0.26 0.20 -0.19
H 17.617 20.779 24.371 -0.05 -0.37 0.24
H 18.645 22.061 24.890 0.33 -0.47 -0.12
H 18.710 21.896 22.298 0.13 -0.32 0.65
H 20.269 21.269 22.911 -0.11 0.28 0.12
H 19.040 20.171 22.469 -0.24 -0.33 -0.14
C 22.208 22.287 15.775 -0.64 -0.04 0.68
C 21.773 21.874 17.192 -0.57 -1.46 -1.05
C 21.062 20.497 17.201 0.36 0.75 0.09
C 20.603 20.076 18.593 0.80 -0.93 -0.50
C 20.267 18.558 18.567 -1.56 1.43 0.57
C 19.835 18.045 19.936 0.67 -0.03 -0.64
H 22.811 23.200 15.826 -0.12 -0.20 -0.39
H 21.308 22.416 15.169 0.03 0.48 0.02
H 22.719 21.481 15.269 0.58 -0.12 0.01
H 22.610 21.713 17.848 0.57 0.54 0.42
H 21.073 22.593 17.584 0.00 0.52 0.42
H 21.760 19.755 16.806 0.07 -0.12 -0.03
H 20.215 20.509 16.523 -0.31 0.00 -0.23
H 21.454 20.192 19.292 -0.30 0.12 -0.10
H 19.806 20.742 18.931 -0.21 -0.31 0.13
H 19.474 18.337 17.829 0.18 0.28 0.23
H 21.126 18.053 18.213 1.06 -0.69 -0.29
H 19.047 18.637 20.342 -0.42 0.71 0.45
H 19.414 17.073 19.838 -0.24 -1.15 -0.02
H 20.675 17.995 20.626 0.00 0.15 0.19
C 21.487 11.669 17.251 0.18 0.49 -0.94
Cl 20.859 10.066 16.834 0.30 0.24 0.18
Cl 23.132 11.714 17.915 -0.13 -0.29 0.15
H 21.544 12.275 16.341 -0.14 -0.37 0.12
H 20.807 12.152 17.927 -0.21 -0.06 0.51
C 22.675 17.558 24.373 0.52 1.40 1.77
Cl 22.378 18.645 23.030 -0.21 0.18 -0.36
Cl 21.793 16.066 24.268 -0.03 -0.47 0.16
H 23.757 17.411 24.434 -0.34 -0.41 -0.22
H 22.389 18.102 25.321 0.03 -0.68 -1.09
C 22.957 11.677 21.801 -0.09 0.37 -1.29
Cl 23.517 10.022 21.875 0.11 -0.37 0.21
Cl 24.000 12.802 22.683 0.21 0.18 0.01
H 22.942 11.937 20.712 -0.07 0.05 1.13
H 21.987 11.766 22.264 -0.25 -0.18 -0.11
C 18.430 10.939 20.624 -0.61 0.21 1.90
Cl 19.721 9.725 20.505 -0.31 0.14 -0.37
Cl 17.843 11.685 19.151 0.32 -0.13 -0.39
H 17.536 10.510 21.155 1.04 0.17 -0.65
H 18.854 11.732 21.263 -0.33 -0.34 -0.48
C 21.134 14.888 21.370 -0.36 -0.04 0.27
Cl 19.997 13.864 22.281 -0.01 0.00 0.01
Cl 21.208 14.396 19.667 0.14 0.12 0.32
H 20.752 15.899 21.442 0.01 0.07 -0.21
H 22.079 14.817 21.903 0.12 -0.17 -0.55

=====

61
Properties=species:S:1:pos:R:3:forces:R:3 method="wB97M-V/def2-TZVPD" largest_force_ev_per_a=4.00 homo_energy_ev="-13.979 / -13.836" mol_weight_g_mol=483.6 charge=+2 multiplicity=5
P 3.203 0.724 -0.151 2.62 1.07 -1.17
P 1.379 0.783 -2.922 2.71 -0.36 -2.91
C 4.023 0.835 -1.849 -0.26 -0.32 -0.05
C 3.128 1.440 -2.931 0.08 0.32 1.14
H 4.368 -0.181 -2.110 -0.10 0.43 -0.08
H 4.902 1.481 -1.705 -0.10 -0.32 -0.11
H 3.069 2.538 -2.858 0.13 -0.36 0.01
H 3.518 1.166 -3.920 -0.28 0.18 0.05
C 1.808 -0.798 -3.784 -0.60 -0.36 0.41
H 0.881 -1.334 -4.036 0.41 0.00 -0.03
H 2.453 -1.441 -3.162 -0.30 0.27 -0.30
H 2.345 -0.497 -4.697 -0.28 -0.23 0.28
C 0.738 1.704 -4.353 -0.82 0.39 0.36
H 1.392 1.450 -5.205 -0.32 0.15 0.31
H 0.773 2.787 -4.144 -0.13 -0.43 -0.22
H -0.295 1.379 -4.544 0.30 0.27 -0.21
C 4.696 0.171 0.750 -0.10 -0.25 0.12
H 4.470 0.159 1.826 0.30 -0.08 -0.26
H 5.503 0.893 0.531 -0.22 -0.46 0.25
H 4.980 -0.838 0.407 -0.01 0.36 0.29
C 3.400 2.539 0.166 -0.41 -0.02 0.32
H 2.795 3.151 -0.523 0.27 -0.21 0.34
H 4.469 2.765 0.020 -0.46 0.05 0.16
H 3.110 2.754 1.204 0.12 0.18 -0.31
Ru -1.422 -0.330 1.138 -1.23 -1.04 -0.40
C -1.432 0.375 -1.375 0.14 -1.62 0.84
C -0.923 -0.900 -1.119 -0.56 0.85 -1.35
C 0.502 -1.377 -0.875 0.85 -0.56 -0.07
C 1.138 -1.497 0.539 -0.06 -0.98 -0.46
C 0.845 -0.433 1.537 -1.01 1.74 0.45
C 0.425 0.903 1.297 0.27 -1.30 0.32
C 0.403 1.586 -0.049 0.16 0.16 -1.18
C -0.879 1.689 -0.926 0.81 0.61 0.67
C -1.850 -0.213 3.058 0.67 0.21 1.52
H -2.435 0.449 -1.827 0.43 -0.29 0.37
H -1.606 -1.730 -1.381 0.38 0.59 -0.02
H 1.241 -0.813 -1.473 -0.69 -0.22 0.52
H 0.571 -2.397 -1.302 -0.19 0.46 0.19
H 0.836 -2.472 0.965 0.07 0.37 0.00
H 2.236 -1.606 0.371 -0.66 0.08 0.28
H 1.028 -0.717 2.586 -0.08 0.23 -0.54
H 0.361 1.545 2.185 0.03 -0.22 -0.35
H 1.119 1.045 -0.719 -0.93 0.82 1.13
H 0.797 2.605 0.074 -0.22 -0.28 0.01
H -1.640 2.266 -0.372 -0.06 -0.21 -0.42
H -0.592 2.318 -1.795 -0.40 -0.17 0.33
H -2.652 0.507 3.255 0.01 0.05 -0.22
H -0.956 0.089 3.616 -0.31 -0.04 0.21
H -2.201 -1.178 3.450 0.05 -0.01 -0.18
S -3.619 -0.962 0.731 -0.34 0.80 -0.23
C -4.606 -1.523 2.031 -0.38 -0.56 0.86
C -5.540 -0.657 2.649 -0.08 -0.35 0.15
C -6.268 -1.093 3.767 0.47 0.24 -0.67
C -6.101 -2.393 4.245 -0.15 -0.18 0.26
C -5.223 -3.275 3.612 0.34 0.31 -0.78
C -4.486 -2.849 2.495 -0.06 0.09 0.82
H -5.649 0.350 2.261 -0.11 -0.07 0.10
H -6.960 -0.410 4.252 0.12 -0.13 -0.09
H -6.672 -2.731 5.125 0.35 0.22 -0.54
H -5.101 -4.289 3.975 -0.06 0.11 -0.06
H -3.792 -3.513 1.988 -0.11 -0.03 0.17